1.
ORCA calculation (ωB97M-V with the def2-TZVPD basis set) on a molecular structure, C39H69FGaN8O4S2.

```
124
Properties=species:S:1:pos:R:3:forces:R:3
C 2.9433 -1.2664 3.8132 1.178 0.392 0.168
C 3.3700 -1.2626 5.3522 1.981 0.440 -1.560
C 4.3575 0.0004 5.6529 -1.538 -0.255 1.970
O 5.7207 -0.2358 5.2500 -0.901 0.592 -2.293
C 5.9801 0.2003 3.9268 0.515 1.750 -2.689
O 5.5005 1.2038 3.3701 0.884 -3.020 2.697
C 7.0489 -0.6637 3.0755 0.578 0.463 1.600
S 6.2653 -1.6807 1.7374 0.207 -0.010 1.061
Ga 5.1639 -0.3756 0.1849 -0.814 0.940 -0.885
F 3.8238 0.7451 0.9157 0.675 -0.590 -0.181
O 2.2804 -1.1446 6.3098 -1.580 0.926 -1.557
C 1.0087 -1.0675 5.6920 -1.951 -3.828 -0.395
O 0.3501 -2.1384 5.6132 2.153 3.999 0.374
C 0.3110 0.2511 5.1440 -0.372 1.004 0.791
S -0.2155 0.0457 3.3425 0.106 0.084 0.486
H 3.9191 -1.4045 3.2089 -1.479 0.205 0.900
H 2.5598 -0.2282 3.5305 0.276 -1.571 0.155
H 2.2633 -2.1224 3.5006 0.666 1.232 0.601
H 3.9886 -2.2077 5.5558 -1.150 1.288 0.094
H 4.3722 0.0788 6.8058 0.131 -0.170 -1.727
H 3.9064 0.9845 5.2886 0.843 -1.377 0.015
H 7.8361 0.0523 2.6312 -1.455 -0.908 0.741
H 7.5953 -1.3621 3.8115 -0.874 0.893 -1.229
H 6.2160 0.5207 -0.6459 0.045 0.222 0.357
H 4.4304 -1.3578 -0.8608 0.173 0.772 0.720
H -0.6800 0.3795 5.7198 1.759 -0.335 -0.593
H 0.9264 1.1996 5.2637 -0.566 -1.412 -0.076
H -0.8741 1.2326 3.0698 0.613 -0.709 0.758
C 7.5472 0.5308 8.3430 -0.065 0.086 -0.091
C 7.3457 -0.2160 9.6547 0.002 0.261 -0.093
C 7.5639 -1.7274 9.5185 -0.806 -0.078 -0.544
C 6.5819 -2.3074 8.5319 -1.590 -1.289 -1.696
N 5.8142 -2.7678 7.7606 2.475 1.540 2.548
H 6.8273 0.2132 7.5843 0.111 -0.040 0.006
H 7.4085 1.6046 8.4900 0.053 -0.071 -0.011
H 8.5549 0.3697 7.9483 -0.084 0.012 -0.003
H 6.3338 -0.0210 10.0238 0.093 -0.116 0.035
H 8.0416 0.1812 10.3999 -0.042 -0.172 0.042
H 7.4223 -2.2149 10.4864 -0.037 -0.100 -0.166
H 8.5807 -1.9394 9.1774 -0.139 -0.046 -0.076
C -3.8043 -3.3010 1.9243 0.027 -0.068 0.027
C -4.5436 -1.9753 1.7768 -0.030 -0.298 0.275
C -4.1006 -1.1809 0.5467 0.954 0.012 0.462
C -2.6377 -0.8626 0.6495 4.165 1.123 0.195
N -1.4711 -0.6029 0.7440 -5.345 -1.114 -0.594
H -2.7309 -3.1504 2.0653 -0.068 0.023 -0.046
H -4.1724 -3.8459 2.7969 0.019 0.020 -0.087
H -3.9509 -3.9317 1.0423 0.024 0.039 0.063
H -4.3849 -1.3784 2.6808 -0.021 0.042 -0.132
H -5.6173 -2.1723 1.7058 0.055 0.149 -0.118
H -4.6672 -0.2517 0.4804 0.256 -0.083 -0.014
H -4.2792 -1.7526 -0.3674 0.076 0.103 0.044
C -1.3211 -0.9247 -4.8627 -0.031 0.081 -0.091
C -1.6204 -0.7383 -3.3788 -0.036 0.156 -0.290
C -1.1423 -1.9126 -2.5223 -0.582 -0.493 -0.289
C -1.8333 -3.1727 -2.9555 -0.917 -2.106 -0.472
N -2.3771 -4.1601 -3.2967 1.496 2.868 0.937
H -1.8412 -1.7942 -5.2725 0.070 0.008 0.076
H -1.6530 -0.0512 -5.4299 0.063 -0.047 0.018
H -0.2478 -1.0533 -5.0328 -0.076 -0.005 0.003
H -2.6992 -0.5999 -3.2495 0.072 -0.032 0.089
H -1.1344 0.1777 -3.0303 -0.005 -0.134 0.127
H -1.3687 -1.7200 -1.4696 0.133 -0.212 -0.144
H -0.0613 -2.0441 -2.6201 -0.103 -0.110 0.043
C -7.6095 2.6376 -2.6881 -0.132 0.027 -0.285
C -6.7969 2.8305 -1.4217 -0.270 0.142 -0.051
C -5.6326 1.8454 -1.3129 -0.415 -0.656 0.156
C -6.1486 0.4367 -1.2856 -1.239 -3.519 -0.138
N -6.5627 -0.6804 -1.2702 1.544 4.556 -0.092
H -8.0767 1.6503 -2.7235 0.029 0.065 0.031
H -8.4119 3.3767 -2.7430 0.037 -0.104 0.016
H -6.9770 2.7542 -3.5742 -0.136 -0.056 0.141
H -7.4532 2.7242 -0.5520 0.152 0.011 0.006
H -6.4067 3.8530 -1.4062 0.131 -0.097 0.086
H -5.0665 2.0350 -0.3964 0.021 -0.202 -0.037
H -4.9547 1.9607 -2.1625 -0.096 -0.179 0.031
C 3.7853 -1.7884 -5.7963 -0.083 -0.060 -0.068
C 3.4112 -0.8224 -4.6770 -0.152 -0.208 -0.186
C 4.6287 -0.1599 -4.0297 0.215 -0.724 0.481
C 5.5176 -1.2047 -3.4266 2.214 -2.108 1.404
N 6.2226 -2.0329 -2.9551 -2.458 2.904 -1.992
H 4.3874 -2.6212 -5.4246 0.010 0.119 0.022
H 2.8852 -2.2147 -6.2472 0.063 0.040 -0.019
H 4.3507 -1.2780 -6.5824 -0.019 -0.056 0.035
H 2.8376 -1.3639 -3.9181 0.119 0.133 0.046
H 2.7555 -0.0453 -5.0823 0.068 0.046 0.094
H 4.3086 0.5305 -3.2449 0.194 -0.142 0.092
H 5.1968 0.4089 -4.7710 0.056 -0.103 0.073
C 4.0752 -7.0327 0.0980 -0.038 -0.123 -0.035
C 5.5043 -6.5497 -0.1261 -0.177 -0.213 -0.054
C 5.7406 -5.1289 0.3904 -0.466 0.386 -0.609
C 4.8366 -4.1686 -0.3235 -1.304 1.676 -0.933
N 4.1299 -3.4092 -0.8828 1.708 -3.173 1.430
H 3.3529 -6.4182 -0.4446 0.086 0.041 0.088
H 3.9606 -8.0597 -0.2590 -0.007 0.038 0.067
H 3.8163 -7.0111 1.1610 -0.012 0.014 -0.083
H 5.7312 -6.5976 -1.1961 0.064 0.072 0.102
H 6.1940 -7.2326 0.3797 0.042 0.115 -0.015
H 6.7790 -4.8340 0.2196 -0.150 0.172 0.044
H 5.5450 -5.0724 1.4645 -0.022 0.147 -0.107
C -3.1238 6.8789 -3.7892 0.006 0.080 -0.032
C -3.3211 6.1469 -2.4659 -0.035 0.353 -0.108
C -3.1306 4.6333 -2.5885 -0.677 -0.086 -0.444
C -4.1303 4.0689 -3.5554 -1.768 -1.292 -1.944
N -4.9139 3.6290 -4.3260 2.708 1.593 2.549
H -3.8595 6.5681 -4.5353 0.070 -0.048 0.048
H -3.2403 7.9560 -3.6482 0.055 -0.081 -0.014
H -2.1241 6.6949 -4.1937 -0.087 0.025 0.008
H -4.3245 6.3647 -2.0863 0.094 -0.107 0.047
H -2.6087 6.5374 -1.7337 -0.055 -0.166 0.009
H -3.2686 4.1567 -1.6146 -0.017 -0.106 -0.151
H -2.1221 4.3998 -2.9401 -0.137 -0.076 -0.046
C -8.3679 5.1407 -5.7730 0.077 0.052 -0.001
C -9.1922 4.3273 -6.7655 0.343 0.107 0.030
C -10.6550 4.1744 -6.3410 0.231 -0.498 0.627
C -10.7321 3.4647 -5.0211 -0.435 -1.084 2.030
N -10.7924 2.9068 -3.9865 0.187 1.608 -2.963
H -8.3215 4.6557 -4.7949 -0.040 0.030 -0.083
H -7.3410 5.2478 -6.1303 -0.081 0.000 0.051
H -8.7890 6.1423 -5.6417 0.026 -0.059 0.006
H -8.7347 3.3398 -6.8808 -0.136 0.056 -0.029
H -9.1542 4.8154 -7.7438 -0.124 -0.091 0.031
H -11.2053 3.5973 -7.0883 -0.053 -0.005 0.189
H -11.1332 5.1533 -6.2492 0.001 -0.111 0.109
```
Positions in Å, forces in eV/Å.

Summary:
HOMO-LUMO gap in hartree: 0.229
HOMO energy in Eh: -0.171
Net charge: -1
Multiplicity: 1
E_LUMO in eV: 1.6

Atomic partial charges in e from the Mulliken method, atoms 1 to 99: C -0.680; C 0.447; C -0.482; O -0.417; C 0.625; O -0.519; C -0.515; S -0.454; Ga 0.503; F -0.551; O -0.359; C 0.448; O -0.527; C -0.441; S -0.111; H -0.161; H 0.247; H 0.403; H 0.147; H 0.255; H 0.245; H 0.307; H 0.204; H -0.329; H -0.075; H 0.354; H 0.325; H 0.078; C -0.900; C -0.443; C -0.446; C 0.329; N -0.466; H 0.106; H 0.342; H 0.335; H 0.295; H 0.311; H 0.287; H 0.276; C -1.225; C -0.693; C 0.429; C 0.239; N -0.661; H 0.319; H 0.358; H 0.321; H 0.311; H 0.378; H -0.376; H 0.521; C -1.180; C -0.242; C 0.311; C 0.242; N -0.529; H 0.367; H 0.358; H 0.171; H 0.162; H 0.361; H -0.315; H 0.216; C -0.891; C -0.666; C 0.212; C 0.109; N -0.602; H 0.393; H 0.243; H 0.203; H 0.421; H 0.276; H 0.427; H -0.033; C -1.209; C -0.250; C -0.242; C 0.138; N -0.479; H 0.339; H 0.340; H 0.299; H 0.187; H 0.319; H 0.206; H 0.368; C -1.108; C -0.537; C -0.219; C 0.059; N -0.357; H 0.321; H 0.329; H 0.291; H 0.293; H 0.330; H 0.293


2.
ORCA calculation (ωB97M-V with the def2-TZVPD basis set) on a molecular structure, C39H71CrF2NO14V.

```
129
Properties=species:S:1:pos:R:3:forces:R:3
Cr 0.3584 1.6420 -0.1024 -0.368 -1.077 -0.330
O 2.5702 4.4820 -1.9557 0.529 -2.114 -0.378
V 2.5577 2.8676 -2.1892 -2.086 -0.017 1.030
O 3.5579 2.3287 -3.2841 0.224 0.569 0.367
C -1.2191 -2.0672 -0.9247 0.892 2.726 0.292
C -0.9180 -0.7418 -0.6697 -2.665 -0.760 0.814
C -2.0593 0.2375 -0.1304 0.882 -1.666 -0.921
O -1.6927 1.4567 -0.0612 1.017 1.193 0.401
C -3.2949 -0.2411 0.1823 0.437 1.045 -0.070
C -3.5856 -1.6062 -0.0245 -0.412 -1.703 0.716
C -2.4899 -2.5788 -0.5941 0.665 -0.954 -1.068
O -2.6573 -3.7790 -0.8030 -1.389 0.184 0.684
O -4.6356 -2.1152 0.3380 -0.259 -0.118 -0.195
O 0.2242 -0.2275 -0.7919 1.396 1.150 -0.109
H -0.4151 -2.6300 -1.3641 -0.088 -0.664 -0.004
H -4.0423 0.4252 0.6250 0.139 -0.340 -0.246
F 2.3895 1.6840 -0.5206 0.355 1.354 -1.165
F 0.8464 2.3453 -2.6483 0.845 0.472 0.270
C 5.2975 -1.0349 -3.4114 0.794 0.127 -0.758
C 6.1407 -0.8327 -2.1814 -0.142 -0.782 -0.463
O 7.3270 -1.0929 -2.2271 -0.342 0.431 0.672
C 5.3658 -0.3780 -0.9646 1.115 0.679 0.342
H 5.8669 -1.6724 -4.0996 -0.421 -0.317 0.310
H 5.2187 -0.1141 -3.9959 -0.277 0.312 0.399
H 4.3038 -1.3816 -3.1633 -0.183 -0.205 -0.114
H 6.0094 0.2367 -0.3349 0.112 0.233 -0.106
H 5.0599 -1.1739 -0.3006 -0.248 -0.647 -0.322
H 4.5133 0.1973 -1.2835 -0.466 0.130 0.039
C 0.8951 -3.0299 -5.1868 0.188 0.832 -1.508
C 1.5440 -1.6055 -5.0678 -0.896 -2.415 2.100
O 2.0238 -1.1303 -6.0395 0.822 1.282 -1.426
C 1.5564 -1.0008 -3.6952 -0.818 0.457 0.553
H 1.2298 -3.7741 -4.4776 0.116 0.125 0.556
H 1.3113 -3.3189 -6.1812 -0.859 -0.189 0.569
H -0.2216 -2.9940 -5.1920 0.890 0.074 -0.072
H 1.5911 -1.7286 -2.8738 0.264 -0.010 -0.356
H 0.5785 -0.5240 -3.5318 0.151 -0.150 -0.128
H 2.2717 -0.1992 -3.5410 0.288 -0.046 -0.230
C 3.5244 0.8394 3.0688 0.176 1.047 1.510
C 2.3998 0.2485 2.3486 -1.380 0.312 -0.906
O 1.4482 0.9677 2.0362 0.562 -1.078 0.161
C 2.5753 -1.2074 1.9917 -1.373 0.782 -2.127
H 4.4328 0.7719 2.4987 0.448 -0.008 -0.412
H 3.6985 0.2435 3.9841 -0.016 0.445 -0.181
H 3.2790 1.9052 3.2858 0.391 -0.849 0.054
H 1.7508 -1.5849 1.3470 0.498 0.555 0.183
H 2.5666 -1.8503 2.8215 0.445 -0.673 1.428
H 3.5129 -1.2548 1.4319 -0.019 -0.361 0.155
C -4.7930 3.8795 -0.8103 0.511 -0.555 -0.284
C -3.7440 4.3648 -1.8048 -0.847 1.537 -0.007
O -3.5297 5.5765 -1.8790 0.144 -1.513 0.147
C -3.1075 3.3933 -2.7568 0.529 0.602 0.675
H -5.7263 4.4070 -1.0420 0.193 -0.174 0.265
H -4.4526 4.0948 0.2020 -0.135 0.317 0.038
H -4.9170 2.7915 -0.8454 -0.162 0.199 -0.173
H -3.8553 2.8305 -3.3074 -0.047 0.079 -0.211
H -2.5041 2.6872 -2.1933 -0.001 -0.332 0.237
H -2.4245 3.9976 -3.3465 -0.111 -0.237 -0.571
C -1.7988 0.1758 -4.0973 -1.002 0.006 -1.095
C -1.4704 0.2423 -5.5978 -0.661 0.275 -0.282
O -1.5294 -0.6961 -6.3815 0.236 0.910 1.292
C -1.2507 1.6789 -6.0942 1.219 -0.609 1.355
H -2.1051 -0.8195 -3.8065 0.366 -0.278 0.277
H -2.6816 0.8209 -3.9559 0.069 -0.203 -0.214
H -1.0724 0.6478 -3.4598 0.635 -0.063 0.208
H -0.1659 1.9191 -5.9914 -0.666 -0.114 0.019
H -1.8150 2.3934 -5.4851 0.109 -0.116 -0.230
H -1.4955 1.7125 -7.1180 -0.375 0.220 -1.228
C 2.0636 -5.2506 -1.2221 -0.175 -0.970 1.143
C 3.4153 -5.6552 -1.7389 0.676 -1.332 0.054
C 3.9915 -4.3280 -2.0442 1.680 0.760 -0.868
O 3.6192 -3.5021 -0.9651 -0.018 0.489 0.023
C 2.4548 -4.0665 -0.3758 -0.365 0.436 1.002
H 1.6357 -6.0356 -0.5581 -0.197 0.518 -0.826
H 1.4231 -4.9517 -2.0493 -0.310 -0.174 0.127
H 3.4025 -6.3423 -2.5801 -0.095 0.019 -0.197
H 4.0250 -6.1355 -0.9490 -0.353 0.166 -0.189
H 3.6692 -3.9395 -3.0083 -0.730 0.217 -0.192
H 5.0816 -4.2823 -2.1654 -0.016 -0.255 0.458
H 1.6593 -3.3322 -0.3174 -0.138 0.356 -0.103
H 2.6873 -4.3458 0.6723 -0.012 -0.087 -0.432
C -1.4323 2.3582 3.7193 -0.349 -0.913 0.899
C -1.8249 3.7026 4.2503 0.620 1.166 1.579
C -3.2041 3.9935 3.7166 -0.245 0.050 -0.095
O -3.8102 2.7192 3.7948 0.030 -0.288 -0.436
C -2.8176 1.7151 3.4754 -0.611 -0.220 -1.153
H -0.8858 1.7812 4.4781 0.109 0.215 -0.303
H -0.8013 2.4786 2.8462 -0.160 -0.456 -0.392
H -1.0757 4.4624 4.0528 0.052 0.299 -0.240
H -1.8775 3.6363 5.3394 -0.148 0.094 0.082
H -3.0883 4.3898 2.6687 -0.553 -0.313 0.578
H -3.8556 4.6525 4.3454 0.815 -0.214 -0.690
H -2.8513 1.5059 2.3871 -0.339 -0.199 0.490
H -3.1487 0.8048 4.0402 0.836 0.795 -0.415
C -0.7086 5.6982 0.5913 -1.035 0.690 0.065
C 0.8044 5.7938 0.6450 -0.151 -0.473 -0.405
C 1.0364 4.4137 1.2514 1.162 0.559 -1.151
O 0.2168 3.5754 0.4530 -0.519 0.056 0.023
C -0.8749 4.3764 -0.0962 -0.760 -1.122 0.960
H -1.2141 6.4868 0.0024 0.211 -0.269 0.542
H -1.1515 5.5940 1.6317 0.408 0.475 -1.141
H 1.1844 6.5832 1.2567 0.236 0.539 0.408
H 1.1771 5.8863 -0.3917 0.168 -0.180 0.575
H 0.6987 4.4761 2.2719 -0.025 -0.528 0.627
H 2.0218 3.9812 1.1301 0.379 0.233 0.419
H -1.7765 3.8438 0.2217 -0.055 0.181 -0.394
H -0.7725 4.3563 -1.1671 0.031 0.289 -0.468
C -4.1795 -3.0542 3.6458 -0.814 1.100 -1.028
C -3.0040 -2.1405 3.9075 0.942 -1.043 -0.145
N -1.7134 -2.8497 4.0810 -0.563 0.346 -0.704
C -0.7609 -2.0116 4.7768 0.525 -1.406 -0.167
C -0.9513 -2.0026 6.2921 1.559 -0.037 -1.381
C -1.1781 -3.2067 2.7610 -0.985 -0.016 0.040
C -0.1002 -4.2687 2.7752 -0.168 -0.092 0.335
H -4.3081 -3.8620 4.3318 0.002 -0.359 0.760
H -4.1868 -3.4729 2.6329 0.257 0.083 0.132
H -5.0546 -2.3714 3.6455 0.110 -0.629 0.165
H -2.9206 -1.4780 3.0353 -0.035 0.457 0.229
H -3.1312 -1.5903 4.8311 -0.379 0.379 0.050
H 0.1930 -2.4625 4.4921 0.293 -0.006 0.605
H -0.6557 -1.0112 4.3747 -0.443 0.781 -0.224
H 0.0110 -1.5891 6.6230 -0.402 -0.111 0.723
H -1.7434 -1.3352 6.5162 -0.804 0.477 0.703
H -1.1168 -3.0192 6.6450 -0.012 0.168 0.169
H -0.8662 -2.3057 2.2157 0.372 0.177 0.012
H -2.0124 -3.5633 2.1435 0.087 -0.175 0.266
H 0.8788 -3.8816 3.0650 0.048 -0.047 -0.103
H -0.0730 -4.6297 1.7560 0.430 -0.373 -0.233
H -0.3505 -5.0988 3.4633 -0.013 0.395 -0.396
```
Positions in Å, forces in eV/Å.

Summary:
HOMO-LUMO gap (spin up / spin down) in hartree: 0.241 / 0.244
HOMO energy (spin up / spin down) in Eh: -0.197 / -0.200
Net charge: -1
Multiplicity: 5
E_LUMO (spin up / spin down) in eV: 1.2 / 1.2

Atomic partial charges in e from the Mulliken method, atoms 1 to 99: Cr 1.732; O -0.742; V 1.205; O -0.746; C -0.845; C 1.406; C 0.136; O -0.212; C -0.765; C 0.233; C 0.093; O -0.765; O -0.699; O -0.260; H 0.369; H 0.373; F -0.459; F -0.543; C -0.367; C 0.405; O -0.648; C -0.292; H 0.387; H 0.371; H -0.307; H 0.543; H 0.012; H -0.156; C -1.120; C 0.705; O -0.604; C 1.986; H 0.237; H 0.412; H 0.249; H -0.467; H -1.363; H -0.134; C -1.496; C 0.769; O -0.353; C -0.229; H 0.326; H 0.431; H 0.249; H -0.502; H 0.605; H 0.139; C -0.806; C 0.739; O -0.640; C -0.719; H 0.436; H 0.029; H 0.171; H 0.590; H -0.123; H 0.345; C -0.318; C 0.806; O -0.603; C -1.102; H 0.350; H 0.430; H -0.653; H 0.203; H 0.197; H 0.457; C -0.385; C -0.666; C -0.416; O -0.269; C 0.693; H 0.361; H 0.163; H 0.378; H 0.251; H 0.100; H 0.368; H -0.763; H 0.263; C 0.689; C -0.849; C -0.140; O -0.537; C 0.330; H 0.239; H -0.646; H 0.393; H 0.309; H -0.114; H 0.385; H -0.314; H -0.061; C -0.544; C -0.600; C -0.574; O 0.621; C 0.331